1.
A molecular structure, C33H47BN4O2P2Tc. Source: the Open Molecules 2025 dataset; level of theory: wB97M-V/def2-TZVPD.

Output
**HOMO (alpha / beta)**: -12.5 / -12.5 eV
**Gap between HOMO and LUMO (alpha / beta)**: 5.38 / 3.09 eV
**Relative energy (zero: lowest compared OMol25 entry of this formula, charge and spin)**: 5.8 kcal/mol
**Charge**: +2
**Expectation value of S²**: 3.8234
**Multiplicity**: 4

Each line ends with the Löwdin charge.
Cartesian coordinates (Å):
H (0.148, -0.782, -0.932)  -0.004
H (1.685, -4.584, -1.711)  0.089
C (-3.089, -2.480, -5.186)  -0.048
C (2.022, -0.956, -5.147)  0.008
H (-0.724, 1.234, -1.837)  0.105
H (0.404, 4.784, 5.717)  0.106
C (-1.624, -5.658, 0.461)  -0.059
H (-2.474, 2.267, 3.032)  0.119
C (1.470, -3.505, -1.625)  -0.379
H (-3.922, -0.436, -5.634)  0.106
H (-2.466, 0.510, 2.963)  0.139
C (2.685, -5.435, 1.088)  -0.125
C (-1.955, -2.837, -4.467)  -0.133
H (0.116, 7.293, 1.435)  0.102
C (-0.388, -0.638, 1.129)  -0.259
C (-2.086, 1.413, 2.460)  -0.151
H (-2.520, 5.801, 3.620)  0.094
C (-2.076, -0.583, -4.440)  -0.137
H (-1.571, -0.982, -0.628)  0.137
C (1.349, -3.115, -5.199)  0.023
H (2.026, 0.063, -4.793)  0.135
H (0.361, -1.449, 1.182)  -0.017
H (0.670, 4.873, -0.133)  0.027
H (-2.396, 4.595, 4.922)  0.099
C (0.325, 5.774, 2.946)  -0.488
N (0.090, -4.162, 0.650)  -0.229
B (0.157, 3.765, 1.892)  -0.519
C (-2.047, -4.596, 1.321)  -0.070
H (-2.065, 2.822, -0.575)  0.112
C (0.380, 3.901, -0.575)  -0.168
C (-0.968, -3.743, 1.475)  -0.145
C (2.727, -1.586, -6.164)  0.033
C (0.184, 4.088, 4.896)  -0.002
H (2.048, 6.052, 4.254)  0.097
C (-0.595, 4.808, 3.789)  -0.494
C (4.862, -4.793, 0.933)  -0.080
H (-1.287, -1.033, 1.622)  0.109
H (-0.531, 4.093, -1.165)  0.036
H (0.700, 7.205, 4.509)  0.106
H (5.943, -4.815, 0.946)  0.101
Tc (0.367, 2.139, 0.556)  1.363
C (-0.592, 1.438, 2.545)  -0.160
C (-0.329, -5.353, 0.041)  -0.165
C (-1.683, 1.964, -0.019)  -0.228
N (2.714, -4.078, 0.735)  -0.279
H (4.278, -6.901, 1.485)  0.102
H (-3.782, -3.167, -5.653)  0.111
H (1.127, 3.658, 4.532)  0.099
H (-1.561, -3.818, -4.247)  0.095
H (-3.096, 0.513, 0.760)  0.125
H (1.187, 0.237, 2.410)  0.131
H (-1.156, 7.340, 2.675)  0.102
H (-0.710, -3.199, -1.722)  0.090
H (-0.846, -2.905, 2.145)  0.091
C (3.988, -5.894, 1.224)  -0.066
C (-2.665, 1.489, 1.033)  -0.136
H (-1.202, 6.092, 1.394)  0.099
H (2.674, -3.736, -6.845)  0.132
O (-0.975, 3.910, 2.758)  -0.004
H (-1.603, 6.173, 5.120)  0.106
C (0.244, 0.478, 1.906)  -0.234
H (1.751, 7.370, 3.088)  0.098
H (2.346, -2.970, -2.029)  0.074
H (-0.214, 1.813, 3.498)  0.116
H (-0.438, 3.285, 5.305)  0.096
N (-1.340, -1.682, -3.978)  -0.269
C (-3.161, -1.049, -5.173)  -0.061
H (0.026, -3.940, -3.147)  0.053
H (-3.026, -4.456, 1.764)  0.104
H (0.336, -5.914, -0.600)  0.106
H (4.318, -2.691, 0.343)  0.092
C (-0.542, 6.674, 2.056)  0.002
P (0.197, -1.482, -3.123)  1.118
O (1.057, 4.851, 2.142)  0.065
C (-1.857, 5.390, 4.391)  0.006
H (0.790, -3.991, -4.912)  0.129
N (1.181, -1.893, -4.535)  -0.206
C (0.174, -3.166, -2.382)  -0.390
C (-0.697, -0.379, -0.340)  -0.239
H (-3.505, 2.200, 1.049)  0.130
C (-0.865, 1.056, -0.765)  -0.248
H (1.190, 3.664, -1.300)  0.039
C (4.067, -3.702, 0.620)  -0.157
P (1.423, -3.040, 0.158)  1.126
H (-2.193, -6.541, 0.208)  0.104
C (1.272, 6.643, 3.755)  0.008
H (3.455, -1.119, -6.812)  0.131
C (2.311, -2.958, -6.189)  0.039
H (1.749, -5.946, 1.225)  0.091
H (-1.757, 0.416, -4.183)  0.093

***

2.
A molecular structure, FHO2PV. Source: the Open Molecules 2025 dataset; level of theory: wB97M-V/def2-TZVPD.

Output
**HOMO (alpha / beta)**: -14.0 / -17.9 eV
**Gap between HOMO and LUMO (alpha / beta)**: 7.32 / 11.24 eV
**Charge**: +1
**Expectation value of S²**: 3.7570
**Multiplicity**: 4

Each line ends with the Löwdin charge.
Cartesian coordinates (Å):
O (-1.801, 0.327, 0.863)  -0.235
V (1.514, -0.100, -0.523)  1.157
H (-0.953, 0.242, 1.378)  0.102
P (-1.708, -0.114, -0.663)  1.049
F (3.196, 0.178, -0.236)  -0.453
O (-0.248, -0.533, -0.820)  -0.620

***

3.
C3H5IO in the gas phase. Source: the Open Molecules 2025 dataset; level of theory: wB97M-V/def2-TZVPD.

Output
**HOMO (alpha / beta)**: -7.1 / -7.9 eV
**Gap between HOMO and LUMO (alpha / beta)**: 6.85 / 7.77 eV
**Relative energy (zero: lowest compared OMol25 entry of this formula, charge and spin)**: 85.6 kcal/mol
**Charge**: 0

Each line ends with the Löwdin charge.
Cartesian coordinates (Å):
H (-1.760, -0.717, -0.764)  0.013
O (-0.811, 1.177, 1.642)  0.036
H (3.644, 0.176, -0.538)  -0.049
H (3.156, -1.325, 0.686)  -0.034
C (2.992, -0.697, -0.262)  -0.600
C (-2.115, 0.146, -0.221)  -0.109
C (-0.919, 0.734, 0.547)  -0.590
H (-2.823, -0.075, 0.519)  0.056
H (-2.362, 0.927, -1.052)  0.128
I (0.999, -0.344, -0.559)  1.149

***

4.
A molecular structure, C31H23N10O2STi. Source: the Open Molecules 2025 dataset; level of theory: wB97M-V/def2-TZVPD.

Output
**HOMO (alpha / beta)**: -2.3 / -4.6 eV
**Gap between HOMO and LUMO (alpha / beta)**: 4.05 / 6.21 eV
**Relative energy (zero: lowest compared OMol25 entry of this formula, charge and spin)**: 24.2 kcal/mol
**Charge**: -1
**Expectation value of S²**: 2.0333
**Multiplicity**: 3

Each line ends with the Löwdin charge.
Cartesian coordinates (Å):
H (0.668, -3.953, 4.004)  0.090
O (-1.616, -0.710, 2.062)  -0.141
C (4.116, 3.021, -2.612)  -0.105
C (2.703, -1.348, 3.279)  -0.032
N (0.124, -1.831, -3.141)  0.119
C (-1.934, -2.609, -4.131)  -0.113
H (4.523, 3.705, -3.349)  0.085
C (-0.135, 2.021, 3.925)  0.012
C (-3.056, -0.128, -0.406)  -0.081
C (2.369, 0.379, 0.102)  -0.314
N (-2.093, 0.713, -0.327)  -0.089
C (0.514, -2.646, 2.348)  -0.166
H (0.791, 2.560, 0.268)  0.095
N (-2.316, 4.181, 0.014)  0.033
H (-0.442, 1.790, 4.936)  0.120
H (3.555, -0.771, 3.615)  0.101
H (-3.398, -1.075, -4.552)  0.097
C (-0.394, 1.101, 2.936)  -0.167
C (0.827, 3.426, 2.251)  -0.030
H (4.822, 1.850, 0.537)  0.101
N (-0.030, 1.292, 1.670)  0.032
C (2.954, 2.329, -2.881)  -0.027
H (-1.925, 0.766, -3.710)  0.078
H (-0.261, -3.810, -3.551)  0.095
N (2.748, -0.016, 1.333)  0.133
H (-2.518, -3.442, -4.501)  0.085
H (-4.829, -2.163, -0.540)  0.117
C (2.216, -2.395, 3.980)  -0.097
H (1.298, 4.343, 1.924)  0.112
S (-0.977, 3.086, -2.018)  0.556
C (2.455, 1.468, -1.900)  -0.133
C (-1.248, -0.141, 3.181)  -0.556
C (-1.198, -3.261, -0.492)  -0.117
H (-0.396, -3.113, 1.995)  0.095
C (-2.408, -1.293, -4.166)  -0.101
H (-1.870, -5.278, -0.614)  0.109
H (-2.571, 4.088, 0.984)  0.073
C (-1.947, 3.010, -0.629)  -0.974
H (2.678, -2.686, 4.918)  0.096
C (0.496, 3.205, 3.569)  -0.051
C (4.309, 1.991, -0.408)  -0.031
C (-1.608, -0.271, -3.717)  -0.041
O (-1.544, -0.462, 4.307)  0.083
C (-2.781, -1.573, -0.456)  -0.246
N (-2.509, 1.968, -0.042)  -0.027
C (1.293, 0.606, -1.914)  -0.333
H (-1.757, 4.976, -0.241)  0.053
C (2.119, -0.953, 2.024)  -0.354
N (1.203, 0.004, -0.627)  0.014
C (3.112, 1.295, -0.676)  -0.149
N (-1.497, -1.957, -0.416)  0.019
H (-4.277, -4.593, -0.606)  0.109
C (0.552, 2.435, 1.317)  -0.091
N (0.515, 0.488, -2.937)  0.124
C (-0.670, -2.803, -3.609)  -0.198
C (-0.317, -0.564, -3.222)  -0.362
C (4.790, 2.844, -1.372)  -0.109
H (5.707, 3.394, -1.188)  0.086
C (-3.489, -3.849, -0.571)  -0.048
H (2.423, 2.446, -3.820)  0.110
C (-2.160, -4.238, -0.569)  -0.050
C (1.092, -3.108, 3.483)  -0.098
H (-0.142, -3.490, -0.492)  0.128
Ti (-0.455, -0.380, 0.442)  1.029
C (-3.803, -2.507, -0.530)  -0.004
H (0.709, 3.959, 4.319)  0.106
H (-4.066, 0.261, -0.394)  0.133
N (0.959, -1.585, 1.604)  0.011